No. 1
C4H8O2 in the gas phase in a non-equilibrium geometry. Source: the Open Molecules 2025 dataset; level of theory: ωB97M-V with the def2-TZVPD basis set.

Output
HOMO (eV): -9.18
SMILES string: C[C@H]1O[C@H]1CO
LUMO level (eV): 1.0

The geometry in ORCA input format:
```
! RIJCOSX wB97M-V def2-TZVPD def2/J DEFGRID3
* xyz 0 1
C 1.778 0.560 0.065
C 0.945 -0.594 0.563
O -0.050 -0.280 1.504
C -0.561 -0.776 0.289
C -1.288 0.040 -0.709
O -2.434 0.617 -0.134
H 1.182 1.481 0.029
H 2.175 0.338 -0.929
H 2.648 0.772 0.706
H 0.948 -1.592 0.142
H -1.006 -1.770 0.482
H -1.620 -0.626 -1.519
H -0.609 0.780 -1.157
H -2.109 1.049 0.667
*
```



No. 2
C4H8O2 in the gas phase. Source: the Open Molecules 2025 dataset; level of theory: ωB97M-V with the def2-TZVPD basis set.

Output
HOMO (eV): -10.10
SMILES string: C[C@@H](O)CC=O
LUMO level (eV): 0.9

The geometry in ORCA input format:
```
! RIJCOSX wB97M-V def2-TZVPD def2/J DEFGRID3
* xyz 0 1
C 1.731 -0.310 0.514
C 0.466 -0.300 -0.328
O -0.089 -1.599 -0.268
C -0.520 0.764 0.192
C -1.942 0.546 -0.253
O -2.249 -0.063 -1.257
H 2.408 -1.096 0.167
H 2.247 0.655 0.460
H 1.478 -0.512 1.561
H 0.731 -0.054 -1.367
H -0.806 -1.617 -0.919
H -0.231 1.756 -0.188
H -0.499 0.836 1.287
H -2.726 0.994 0.398
*
```



No. 3
C4H8O2 in the gas phase in a non-equilibrium geometry. Source: the Open Molecules 2025 dataset; level of theory: ωB97M-V with the def2-TZVPD basis set.

Output
HOMO (eV): -9.52
SMILES string: C1COCCO1
LUMO level (eV): 1.0

The geometry in ORCA input format:
```
! RIJCOSX wB97M-V def2-TZVPD def2/J DEFGRID3
* xyz 0 1
C -0.763 -0.679 0.885
C -1.341 -0.237 -0.493
C 1.022 0.021 -0.847
C 0.962 0.973 0.372
H -0.121 -1.664 0.765
H -1.548 -0.780 1.699
H -1.973 -0.941 -0.961
H -1.890 0.688 -0.212
H 1.362 -1.049 -0.487
H 1.783 0.347 -1.673
H 1.979 1.022 0.897
H 0.648 2.010 0.167
O -0.241 -0.031 -1.445
O 0.121 0.319 1.332
*
```



No. 4
C4H8O2 in the gas phase. Source: the Open Molecules 2025 dataset; level of theory: ωB97M-V with the def2-TZVPD basis set.

Output
HOMO (eV): -10.15
SMILES string: O=CCCCO
LUMO level (eV): 0.9

The geometry in ORCA input format:
```
! RIJCOSX wB97M-V def2-TZVPD def2/J DEFGRID3
* xyz 0 1
O -1.161 -0.927 0.854
C -0.605 0.265 1.366
C 0.411 0.903 0.389
C 0.959 -0.192 -0.540
C 0.136 -0.401 -1.777
O -1.074 -0.285 -1.801
H -1.476 -0.720 -0.047
H -0.094 -0.017 2.294
H -1.397 0.985 1.616
H 1.234 1.362 0.950
H -0.061 1.705 -0.193
H 2.017 -0.082 -0.793
H 0.789 -1.138 0.007
H 0.665 -0.744 -2.689
*
```



No. 5
C4H8O2 in the gas phase. Source: the Open Molecules 2025 dataset; level of theory: ωB97M-V with the def2-TZVPD basis set.

Output
HOMO (eV): -9.83
SMILES string: C[C@@H](O)CC=O
LUMO level (eV): 0.7

The geometry in ORCA input format:
```
! RIJCOSX wB97M-V def2-TZVPD def2/J DEFGRID3
* xyz 0 1
C 1.036 1.276 -0.320
C 0.586 0.017 0.409
O 0.596 0.379 1.792
C -0.860 -0.513 0.135
C -1.384 -1.158 -1.159
O -1.566 -0.617 -2.224
H 1.971 1.607 0.146
H 1.206 1.165 -1.396
H 0.289 2.055 -0.145
H 1.318 -0.789 0.253
H 1.106 -0.270 2.288
H -1.557 0.309 0.327
H -0.998 -1.257 0.925
H -1.744 -2.205 -1.030
*
```



No. 6
C4H8O2 in the gas phase in a non-equilibrium geometry. Source: the Open Molecules 2025 dataset; level of theory: ωB97M-V with the def2-TZVPD basis set.

Output
HOMO (eV): -9.08
SMILES string: C=COCCO
LUMO level (eV): 0.8

The geometry in ORCA input format:
```
! RIJCOSX wB97M-V def2-TZVPD def2/J DEFGRID3
* xyz 0 1
C 2.042 0.006 -0.253
C 0.561 -0.223 0.361
C -1.759 0.105 0.006
C -2.981 -0.007 -0.658
H 3.289 -0.306 1.111
H 1.840 0.821 -1.029
H 2.412 -0.916 -0.896
H 0.680 -0.936 1.131
H 0.312 0.768 0.780
H -1.644 0.998 0.720
H -3.857 0.621 -0.180
H -3.225 -0.870 -1.473
O 2.888 0.615 0.801
O -0.556 -0.675 -0.420
*
```



Please write out number 1 again, unchanged.
C4H8O2 in the gas phase in a non-equilibrium geometry. Source: the Open Molecules 2025 dataset; level of theory: ωB97M-V with the def2-TZVPD basis set.

Output
HOMO (eV): -9.18
SMILES string: C[C@H]1O[C@H]1CO
LUMO level (eV): 1.0

The geometry in ORCA input format:
```
! RIJCOSX wB97M-V def2-TZVPD def2/J DEFGRID3
* xyz 0 1
C 1.778 0.560 0.065
C 0.945 -0.594 0.563
O -0.050 -0.280 1.504
C -0.561 -0.776 0.289
C -1.288 0.040 -0.709
O -2.434 0.617 -0.134
H 1.182 1.481 0.029
H 2.175 0.338 -0.929
H 2.648 0.772 0.706
H 0.948 -1.592 0.142
H -1.006 -1.770 0.482
H -1.620 -0.626 -1.519
H -0.609 0.780 -1.157
H -2.109 1.049 0.667
*
```